9 unconnected molecules or ions with the total composition C30H85N7O9 in a non-equilibrium geometry, computed with ωB97M-V/def2-TZVPD.

Geometry as XYZ:
```
131
Properties=species:S:1:pos:R:3:forces:R:3
C -1.8172 1.9159 -0.4425 0.6082 0.2844 -0.6937
O -0.4554 2.3613 -0.5785 -0.2891 -0.4173 0.1334
H -1.9470 1.2411 -1.2887 -0.1976 0.0005 0.0639
H -2.0428 1.3532 0.4634 0.2927 0.1457 0.2377
H -2.5168 2.7443 -0.5538 -0.0673 0.0110 0.0797
H -0.2667 3.1556 -0.0733 -0.3439 -0.0171 0.1810
C -6.3335 -4.6509 -1.6442 1.0625 -1.4955 -0.0015
O -6.5200 -4.6575 -0.2528 -0.6611 0.6049 0.7171
H -5.6559 -5.4896 -1.8033 0.3263 -0.0547 -0.7636
H -7.2406 -4.9633 -2.1617 -0.1559 0.7220 0.1393
H -5.8302 -3.7549 -2.0076 -0.5104 0.2242 -0.2272
H -5.6490 -4.5977 0.1465 -0.0553 -0.0047 0.1483
C -2.3887 -7.9221 4.2953 -1.3408 -0.3107 1.8867
C -2.9260 -6.6871 5.0909 0.4598 -0.1085 -0.9024
C -2.2955 -6.4335 6.5205 -0.3095 -0.6339 -2.4366
O -2.2854 -7.6380 7.2819 1.6023 1.5614 0.0437
C -3.4838 -7.9156 7.8911 -1.8457 -0.7592 -0.2217
N -2.7186 -5.5589 4.1711 0.1638 -0.0441 0.7469
H -3.0257 -8.1707 3.4465 0.1653 0.5441 -0.2093
H -2.5990 -8.7327 4.9931 0.6160 -0.5025 -0.0676
H -1.3334 -7.9142 4.0225 -0.0605 0.2444 0.1212
H -4.0032 -6.7923 5.2204 -0.0854 -0.2476 -0.0115
H -2.8074 -5.5473 6.8956 -0.6484 -0.3670 0.9249
H -1.3121 -6.0034 6.3306 0.6306 -0.8312 0.3414
H -3.9578 -7.0598 8.3718 0.2071 0.1447 0.2975
H -3.4384 -8.7726 8.5631 0.6663 0.2934 0.3261
H -4.1980 -8.2791 7.1522 -0.3977 0.1322 -0.3533
H -1.7212 -5.6045 4.0187 0.3258 0.4446 -0.4889
H -2.8706 -4.6955 4.6725 -0.1584 0.4604 -0.0109
C 2.9290 -4.9396 -1.7218 0.6742 -1.7071 -0.7624
C 2.4910 -3.6156 -2.2865 0.2264 0.5777 0.5696
C 1.2826 -3.6654 -3.1928 0.4668 -1.6750 -1.9936
O 1.6846 -4.2685 -4.4817 -0.0480 1.0729 0.3330
C 0.5646 -4.4877 -5.3627 0.4804 0.2321 1.7845
N 2.1995 -2.7497 -1.1513 -0.2218 0.5705 0.6810
H 2.1894 -5.4860 -1.1365 -0.3343 0.4297 0.0094
H 3.8529 -4.9805 -1.1449 -0.0505 0.9227 0.3698
H 3.2283 -5.6205 -2.5185 -0.3624 -0.0569 -0.4700
H 3.3271 -3.1115 -2.7714 0.0454 -0.5664 -0.9385
H 0.8529 -2.6823 -3.3849 0.0214 0.1750 0.0853
H 0.5210 -4.3462 -2.8126 -0.2419 0.1991 0.5119
H 0.9120 -4.6776 -6.3782 0.0314 -0.2025 0.2868
H -0.1027 -3.6260 -5.3437 -0.0324 0.2396 -0.2444
H 0.0297 -5.3032 -4.8759 -0.4096 -0.4113 -0.7300
H 3.1090 -2.3986 -0.8874 0.0545 0.0540 0.6716
H 1.7215 -1.9115 -1.4498 -0.3044 0.1580 -0.1566
C -6.6874 -4.8871 -8.7876 0.4413 1.1232 0.8595
C -7.2361 -3.6034 -9.4750 1.1981 -1.3086 -0.2630
C -6.4123 -2.3438 -9.1859 -0.6319 -0.5553 1.8592
O -6.4809 -2.0789 -7.7785 0.1217 1.3687 -0.1979
C -5.7999 -0.8464 -7.4361 -0.2137 -1.0521 -0.2792
N -7.1338 -3.8053 -10.9350 -0.6413 0.1992 0.1555
H -6.9993 -5.8705 -9.1393 -0.1898 0.4229 -0.5445
H -6.9301 -4.8554 -7.7255 -0.1145 0.0803 0.0940
H -5.6006 -4.8040 -8.7957 0.2093 -0.3772 -0.2326
H -8.2534 -3.4777 -9.1043 -0.1447 0.2997 -0.5485
H -6.8572 -1.5603 -9.7993 0.0300 0.5073 0.1521
H -5.3501 -2.4281 -9.4156 0.1432 -0.3618 -0.5343
H -5.9825 -0.6242 -6.3848 -0.1196 -0.0859 -0.1455
H -6.1154 -0.0175 -8.0698 -0.2769 0.0717 0.0143
H -4.7281 -0.9721 -7.5895 0.2220 -0.0313 0.0406
H -7.5665 -3.0104 -11.3832 -0.4457 0.0969 -0.2762
H -6.1614 -3.6516 -11.1605 0.4143 -0.3981 -0.1508
C -6.1318 -0.6902 5.9931 0.5595 -0.4083 -0.4265
C -5.5085 0.3644 6.9371 -1.0844 -0.9612 -1.2049
C -4.1834 0.9019 6.4149 -1.6110 -0.2584 0.3947
O -3.4017 -0.2032 6.1529 1.0841 -0.5023 0.1129
C -2.0535 0.1282 5.9281 0.4067 -0.4605 -0.3401
N -6.5193 1.4315 7.0460 0.3834 0.0729 0.5433
H -6.2896 -0.2500 5.0085 -0.1869 0.1394 -0.0861
H -7.0827 -1.0622 6.3745 -0.1698 0.3211 0.1480
H -5.5612 -1.5998 5.8059 0.4374 0.1326 0.2482
H -5.3158 -0.1837 7.8594 -0.0937 0.5511 0.4825
H -3.7834 1.5574 7.1885 0.3670 0.2817 -0.1366
H -4.3785 1.4117 5.4714 0.0840 0.6174 -0.0960
H -1.6384 -0.6649 5.3062 0.0848 0.0628 -0.0356
H -1.4586 0.1710 6.8405 -0.1339 0.0423 0.3140
H -1.9282 1.0799 5.4117 -0.1551 0.1102 -0.1614
H -6.3665 2.1102 6.3138 0.2784 0.2571 -0.0721
H -7.4058 1.0249 6.7834 -0.2433 -0.0086 0.3080
C 5.3241 2.6803 -6.4044 0.0469 -0.1125 0.4585
C 6.0731 2.0140 -5.2074 0.8042 0.3887 -0.9837
C 7.6375 1.9277 -5.3465 -0.0711 -0.8639 -0.1911
O 8.2827 1.2255 -4.2440 -1.8599 0.4856 -0.2792
C 9.6685 1.2978 -4.2344 0.4406 0.2422 1.2253
N 5.7728 2.8060 -4.0159 -0.3686 -0.8805 0.3547
H 5.3444 3.7654 -6.3038 0.4723 0.0323 -0.3655
H 4.2610 2.4444 -6.3581 -0.1421 -0.1942 0.4847
H 5.5685 2.3060 -7.3986 0.6419 0.2387 0.0531
H 5.6503 1.0094 -5.2078 0.3270 -0.4057 0.4980
H 8.0878 2.9102 -5.4886 -0.1269 0.3080 0.3218
H 7.9095 1.3470 -6.2279 -0.2838 -0.0082 -0.4193
H 9.9963 2.3362 -4.1845 0.2658 0.2258 -0.9453
H 10.1678 0.6422 -4.9478 -0.0188 0.3882 -0.5448
H 10.0198 0.9660 -3.2574 -0.2912 -0.4833 0.1769
H 4.7886 2.6655 -3.8379 -0.6554 0.5542 -0.2292
H 6.1115 2.2605 -3.2363 0.8199 0.0853 0.4020
C 0.8991 8.6503 4.0980 -0.1492 -0.7193 1.6987
C 0.0139 7.5644 3.4731 -0.7113 2.7378 1.4998
C -1.4888 7.8915 3.9272 0.1912 -1.3799 0.0457
O -2.4203 6.9374 3.4135 -0.8454 0.6011 -0.7251
C -3.7711 7.4700 3.2801 1.0654 -0.9427 -0.0245
N 0.2563 7.8133 2.1077 -0.4921 -1.0796 -3.3027
H 0.7425 8.6788 5.1763 0.1448 0.5190 0.2359
H 0.6611 9.5928 3.6049 0.0592 0.1079 0.4169
H 1.9486 8.4060 3.9338 0.0218 0.0914 -0.0841
H 0.3787 6.5757 3.7513 -0.5677 -0.0921 0.0489
H -1.8487 8.9090 3.7747 0.5229 0.3548 -1.1213
H -1.6154 7.8732 5.0097 0.7224 -0.4549 0.5031
H -3.8669 8.1799 2.4585 0.3970 0.6130 0.3086
H -4.0923 7.8307 4.2572 -0.2322 0.3564 -0.1491
H -4.4411 6.6755 2.9512 0.2649 -0.4005 0.3831
H 0.1018 8.7728 1.8327 -0.5283 0.1206 0.2359
H 1.2376 7.7041 1.8950 0.1391 -0.4565 0.0238
C 7.5895 4.0096 3.4088 0.0068 -0.9307 -0.8802
C 7.8063 3.7536 1.8799 -0.1577 1.2135 0.4712
C 9.1072 4.4355 1.4214 -0.4261 -0.0122 -1.2168
O 9.0960 5.7662 1.8516 0.3904 -0.0191 -0.1326
C 10.2658 6.5075 1.6698 0.1160 2.1466 1.2816
N 7.7706 2.3550 1.5482 0.3032 -0.5090 0.9713
H 6.6859 3.5670 3.8281 -0.5753 0.4158 -0.5666
H 7.6733 5.0773 3.6113 0.0072 -0.2996 0.2186
H 8.3082 3.4049 3.9621 0.7751 0.4246 0.0245
H 7.0059 4.1947 1.2859 -0.1101 0.5387 0.2725
H 9.0934 4.4401 0.3315 -0.2968 0.0278 -0.5626
H 10.0427 3.8948 1.5647 0.1502 -0.1709 1.2133
H 10.8292 6.5722 0.7390 -0.3824 -1.0082 -0.4138
H 10.9511 6.4582 2.5160 0.4178 -1.0662 0.0129
H 9.9699 7.5429 1.8386 -0.4238 0.2602 -0.3596
H 8.3292 1.9764 2.2997 0.1670 -1.0107 -0.1049
H 8.2658 2.1642 0.6889 0.0315 -0.0027 -0.2422
```
Forces are in eV/Å.

Its energy relative to the best compared isomer or geometry (same formula, charge and spin) is 4.755 eV. The calculation puts the HOMO-LUMO gap at 9.24 eV. Its charge is 0.



11 unconnected molecules or ions with the total composition C30H86N4O18 in a non-equilibrium geometry, computed with ωB97M-V/def2-TZVPD.

Geometry as XYZ:
```
138
Properties=species:S:1:pos:R:3:forces:R:3
C -0.8564 4.4562 2.6541 -0.4225 -0.1526 0.7306
C -1.7346 4.3824 1.4231 -0.2064 1.1539 -0.6672
C -0.9707 5.1282 0.3411 0.4756 -0.0013 -0.6522
O -0.6157 6.4253 0.7661 -0.7231 -0.2298 0.6552
C 0.0591 7.1732 -0.2048 -0.8739 -0.4870 -0.6637
N -2.1000 3.0488 0.8855 0.4357 0.5024 0.4086
H 0.1639 4.2199 2.3761 0.3487 -0.0090 0.0691
H -1.1452 3.7907 3.4625 -0.2188 -0.3299 -0.0263
H -0.9034 5.4672 3.0883 0.2042 -0.3173 -0.3975
H -2.6203 5.0327 1.5739 -0.0128 -0.7376 0.1879
H -1.5397 5.1182 -0.5992 -0.2984 0.4773 0.0015
H -0.0735 4.5587 0.0682 0.3659 -0.1416 0.2299
H 0.1165 8.2059 0.1133 0.3331 0.0690 0.3125
H -0.5694 7.1717 -1.1140 0.5576 -0.0170 -0.1208
H 1.0262 6.7019 -0.3773 0.2723 0.3417 -0.3520
H -1.3693 2.3789 1.1445 -0.2461 -0.0113 -0.1053
H -2.0538 3.1262 -0.1382 -0.1434 -0.2672 0.3732
C 0.6608 -4.3066 2.4398 0.7120 0.3875 0.8064
C 0.8581 -3.0616 1.6207 0.7754 0.8993 -1.1486
C 0.8208 -3.3788 0.1093 -0.2834 0.7453 0.6356
O 1.8086 -4.3425 -0.1886 0.0425 -0.0796 -0.1242
C 1.4803 -5.1674 -1.3189 -0.3917 0.4039 0.7231
N -0.0825 -1.9587 1.8869 -1.2547 -0.3593 -0.3066
H 1.4943 -5.0072 2.3254 -0.3868 -0.1040 -0.4304
H -0.3057 -4.7218 2.1964 -0.2491 -0.5168 0.0234
H 0.7013 -4.0457 3.4997 -0.3428 0.0542 0.0762
H 1.8576 -2.6152 1.7541 -0.1152 -0.3592 0.4417
H 0.9920 -2.4524 -0.4596 -0.0471 -0.2067 0.0455
H -0.1941 -3.7161 -0.1112 -0.0391 -0.3935 -0.3112
H 1.3023 -4.5637 -2.2165 0.2077 -0.3564 0.2555
H 0.5479 -5.6949 -1.0524 0.2659 -0.0503 -0.3818
H 2.3006 -5.8674 -1.4160 0.0604 -0.1225 -0.1926
H -1.0501 -2.1877 1.5892 0.6830 -0.0142 -0.3416
H -0.2347 -1.8200 2.8815 0.6659 0.0885 0.4622
C -1.8659 0.5285 4.3876 0.0404 0.6441 -1.5699
C -1.5839 -0.6742 5.2145 -0.7654 -0.4767 0.5597
C -2.5718 -1.7543 4.7606 0.2727 -1.2082 1.0630
O -3.7842 -1.4596 5.4008 -0.8974 -0.4318 0.4492
C -4.8003 -2.3809 5.0155 1.4111 -0.4700 -0.5806
N -0.2314 -1.1541 5.0380 0.7576 -0.1335 -0.4641
H -2.9426 0.7126 4.2065 0.4867 -0.2531 0.4291
H -1.4559 0.1750 3.4233 -0.0464 1.0069 -0.1247
H -1.4192 1.4829 4.7087 0.1311 -0.4931 -0.1137
H -1.7693 -0.4474 6.2668 -0.4106 -0.2724 0.1495
H -2.1748 -2.7406 5.1095 -0.2691 0.3072 0.0188
H -2.7626 -1.9320 3.6791 0.5047 0.7922 0.1446
H -4.5430 -3.4231 5.2704 0.2506 0.1870 0.1307
H -4.7868 -2.3428 3.9190 -0.9255 -0.0918 -0.0038
H -5.7420 -2.1983 5.5033 -0.2665 0.6580 -0.0941
H 0.0223 -1.9173 5.6603 -0.3301 0.1563 -0.0128
H 0.4473 -0.4163 5.1880 0.0784 0.0822 -0.1999
C 2.0096 4.1611 -2.9220 0.3119 0.1613 -0.2131
C 1.3636 4.1798 -4.2841 -0.8419 0.2992 -0.1847
C 0.1190 3.3390 -4.2422 -0.5018 -1.2475 0.2615
O -0.3455 3.1729 -5.5437 -1.1933 0.6975 -2.0044
C -1.6605 2.6342 -5.6686 0.4506 -0.2908 1.7596
N 0.9411 5.5529 -4.6341 0.6370 0.3980 0.5279
H 1.2576 4.3052 -2.1479 0.1769 0.4213 0.1873
H 2.7960 4.9180 -2.9524 -0.1165 0.1334 0.6152
H 2.5014 3.2094 -2.7358 0.0103 -0.1532 -0.0715
H 2.0686 3.7284 -4.9747 0.1084 -0.0102 -0.5256
H -0.6392 3.8160 -3.5952 0.2352 -0.1176 -0.1132
H 0.2944 2.2933 -3.9014 0.2399 0.5564 0.5755
H -1.6575 1.6789 -5.1343 -0.2867 -0.1310 0.0276
H -1.9718 2.4509 -6.6681 0.4848 0.0154 -1.1280
H -2.4547 3.2593 -5.2399 0.3386 0.2520 0.2692
H 1.7184 6.2094 -4.6086 -0.1069 -0.2591 0.0682
H 0.4606 5.7141 -5.5108 0.0668 -0.7507 -0.0035
C -1.7695 -1.6288 -3.7838 -0.0462 0.3178 0.7161
C -1.4729 -2.6934 -2.7353 1.0025 -0.9050 -1.9432
O -0.2196 -3.3516 -3.0896 -0.7892 0.4477 0.4416
O -0.8897 -0.5008 -3.6867 -0.6180 -0.3461 0.0837
H -2.7818 -1.3144 -3.5583 -0.3003 0.6053 -0.1696
H -1.7467 -1.9913 -4.8146 -0.0086 -0.4472 0.1955
H -2.2717 -3.4480 -2.7598 0.3311 -0.0831 -0.2506
H -1.4804 -2.3247 -1.7294 0.2741 0.6592 0.6436
H 0.5183 -2.7035 -3.0821 -0.4077 -0.2234 0.1978
H 0.0009 -0.8650 -3.6956 0.4810 0.1758 0.0059
C -4.3192 1.1829 -1.3125 0.5781 0.0144 0.7900
C -3.3138 1.5964 -2.3582 1.2290 -0.7984 -0.3194
O -2.6969 2.8789 -2.2263 -0.0126 -0.7939 0.3892
O -3.7717 0.8337 -0.0296 -0.2609 0.2224 -0.2118
H -4.7703 0.2695 -1.6841 -0.2671 -0.1591 -0.0811
H -5.0935 1.9404 -1.2139 -0.2437 0.1336 0.1265
H -3.8149 1.5338 -3.3304 -0.0013 -0.0209 -0.0865
H -2.4650 0.8834 -2.3712 -0.5175 0.2321 -0.0261
H -3.4298 3.4715 -2.2725 -0.5667 1.1780 -0.0236
H -3.6147 1.6100 0.5478 0.2428 -0.0269 -0.4897
C 4.3745 -1.8091 -3.5619 -0.9233 0.0945 0.5241
C 2.9787 -1.3780 -4.0572 -0.0701 -1.2735 -0.8396
O 1.8995 -1.4973 -3.1009 1.1230 -0.2765 -1.6517
O 4.8296 -0.9259 -2.5289 0.1039 -0.5349 -0.5181
H 5.0892 -1.7706 -4.3984 -0.2649 0.2069 0.2352
H 4.2927 -2.8825 -3.2701 0.2476 0.6777 0.2890
H 2.7224 -2.0915 -4.8496 0.0003 0.3293 -0.1988
H 3.0132 -0.3711 -4.4621 -0.0076 0.2347 -0.0142
H 2.2944 -1.0715 -2.3490 -0.2985 0.4103 1.7914
H 4.5182 -1.2362 -1.6690 -0.1603 -0.2539 0.0514
C 4.9825 -2.9476 2.1869 -0.3930 -1.8702 -0.2417
C 5.2203 -2.8570 0.6855 0.3702 0.3687 0.3619
O 4.0208 -2.4889 0.0113 -0.3332 -1.2426 0.1395
O 4.6319 -1.7796 2.8308 -0.8204 1.3399 -0.3034
H 5.8570 -3.3980 2.6715 0.0623 0.3527 -0.0111
H 4.1714 -3.6996 2.3404 0.2659 0.1128 -0.1614
H 5.6779 -3.7964 0.3155 -0.4721 0.2119 0.0750
H 5.9446 -2.0721 0.4831 0.0853 0.2005 -0.0431
H 3.4191 -3.2788 0.1033 0.2694 0.9502 -0.5040
H 3.7989 -1.4079 2.4216 0.9539 -0.4327 0.5030
C -3.1852 -4.0427 0.7140 -0.6314 -0.6352 0.1091
C -3.7949 -2.7864 0.1616 -0.0638 0.6742 0.0552
O -2.8474 -1.7700 0.4822 0.2355 -0.3803 0.0092
O -4.1513 -5.0924 0.5766 0.1401 0.6438 0.0122
H -2.8710 -3.9150 1.7528 -0.1336 0.0923 0.1312
H -2.3039 -4.2758 0.1248 0.3234 -0.0354 -0.1245
H -4.8091 -2.5741 0.5704 0.6566 -0.2090 -0.1097
H -3.8804 -2.9643 -0.9227 -0.1582 0.4330 0.1072
H -3.1489 -0.8503 0.4032 -0.4689 0.0083 -0.3232
H -3.7306 -5.8914 0.8763 0.0853 -0.5441 0.1108
C 3.0537 1.1601 2.4858 -0.2496 -1.3518 -1.1001
C 3.3807 1.1222 3.9257 -0.3990 -0.1414 1.2892
O 2.1512 1.1476 4.6906 0.3214 -0.1644 0.3480
O 2.5325 -0.1477 2.0869 -0.2492 0.6157 -0.2076
H 3.9583 1.3120 1.8999 0.1502 -0.0049 0.0151
H 2.3288 1.8987 2.1730 -0.2007 0.4131 0.3244
H 3.9261 1.9968 4.2316 0.6107 0.4954 -0.1795
H 3.9909 0.2225 4.1524 -0.4078 0.3980 -0.1462
H 2.3829 1.4068 5.5994 -0.1689 -0.1889 -0.5468
H 1.5561 -0.1146 2.0636 0.3715 -0.0416 0.1319
C 0.0665 0.7239 -0.7152 -1.1527 0.1058 0.4088
C 1.5068 0.8948 -1.0330 0.0973 -0.9032 -0.1364
O 2.1422 -0.3798 -0.8197 0.1994 0.6868 -0.6924
O -0.2111 0.6599 0.6853 0.3323 -0.6336 0.2241
H -0.2693 -0.1948 -1.2367 -0.1062 0.5643 0.2291
H -0.5002 1.5959 -1.0604 -0.0125 -0.1574 -0.3483
H 1.9746 1.6748 -0.4570 0.2463 0.3549 0.3811
H 1.5738 1.1729 -2.0941 0.2681 -0.3024 0.1456
H 2.4665 -0.4848 0.0753 0.2264 0.1652 0.6176
H -0.2306 -0.2828 0.9997 0.1150 0.4184 -0.2513
```
Forces are in eV/Å.

Its energy relative to the best compared isomer or geometry (same formula, charge and spin) is 0.000 eV. The calculation puts the HOMO-LUMO gap at 9.55 eV. Its charge is 0.